No. 1
Below is a structure of composition C20H35AsCl3CsGeN3O6S2 at a distorted geometry, with properties calculated with ωB97M-V/def2-TZVPD.

```
! RIJCOSX wB97M-V def2-TZVPD def2/J DEFGRID3
* xyz -2 2
Cs -0.1254 -0.1533 0.0970
C 0.9201 -1.7085 -2.9154
N 0.0749 -0.5250 -2.9022
C -1.1379 -0.7237 -3.6612
C 0.8222 0.6640 -3.2808
C 0.0046 1.9257 -3.0999
C -0.6160 2.5597 -4.1854
C -1.4938 3.6210 -3.9978
C -1.8074 4.0742 -2.7238
C -1.1998 3.4859 -1.6113
C -0.3021 2.4958 -1.8901
H 1.2649 -1.9315 -3.9430
H 0.3561 -2.5679 -2.5498
H 1.7811 -1.5559 -2.2637
H -0.9346 -0.8928 -4.7383
H -1.7955 0.1415 -3.5740
H -1.6667 -1.5951 -3.2728
H 1.1138 0.6191 -4.3501
H 1.7262 0.6913 -2.6675
H -0.4295 2.1803 -5.1857
H -1.9728 4.0742 -4.8577
H -2.5439 4.8569 -2.5846
H -1.4636 3.7674 -0.6008
O 3.1371 0.4363 1.5731
C 2.8437 -0.3256 0.6133
O 2.6504 0.0549 -0.5751
C 2.5621 -1.8252 0.9138
O 3.5354 -2.5855 1.0088
O 1.3310 -2.1179 1.0528
C 0.6990 4.9272 1.2760
As 1.4149 3.1221 1.3808
C 2.3633 3.0263 3.0507
C 2.7170 3.0982 -0.0313
O 0.1449 2.0536 1.3382
H 1.3986 5.6418 1.7123
H -0.2450 4.9580 1.8183
H 0.5255 5.1775 0.2305
H 3.1633 3.7677 3.0601
H 2.7765 2.0183 3.0967
H 1.6652 3.2164 3.8651
H 3.2694 4.0385 0.0445
H 2.1923 3.0417 -0.9835
H 3.3319 2.2115 0.0998
Cl -4.1319 -2.8910 0.3357
Ge -1.7590 -3.1296 0.6292
Cl -1.5446 -4.5033 -1.2306
Cl -1.8587 -4.7688 2.2633
O -0.8885 -0.7011 2.7370
S 0.5362 -0.6806 3.2547
C 0.3406 -0.0155 4.9371
C -0.2471 -1.1583 5.7526
C 0.6357 -2.3570 5.4106
C 0.8282 -2.3598 3.8927
H -0.2804 0.8761 4.8532
H 1.3351 0.2686 5.2956
H -1.2718 -1.3387 5.4186
H -0.2673 -0.9438 6.8240
H 0.2066 -3.3020 5.7474
H 1.6043 -2.2391 5.9068
H 0.0832 -2.9553 3.3643
H 1.8074 -2.6880 3.5481
C -3.9706 -0.6516 2.8634
N -4.3707 0.2782 1.8218
C -3.7061 1.3883 1.4890
N -2.5778 1.6841 2.1728
S -4.3010 2.4320 0.2879
H -4.7689 -1.3769 2.9938
H -3.8162 -0.1039 3.7969
H -3.0574 -1.1883 2.6194
H -5.0633 -0.0190 1.1554
H -1.9642 0.9366 2.5046
H -2.0324 2.4111 1.7332
*
```

Properties
Highest occupied orbital energy (spin up / spin down), eV: -2.2 / -2.2
Total energy, eV: -215208.35600
LUMO level (spin up / spin down), Eh: 0.1293 / 0.1293
Expectation value of S²: 0.76

No. 2
Below is the molecule C10H8O2 at a distorted geometry, with properties calculated with ωB97M-V/def2-TZVPD.

```
! RIJCOSX wB97M-V def2-TZVPD def2/J DEFGRID3
* xyz 0 1
C -3.5235 0.2333 -0.0700
C -2.1206 -0.0107 0.0028
C -1.4472 -1.3311 0.1494
C 0.7220 -0.7826 -0.1208
C 2.0530 -1.1136 -0.1066
C 3.2010 -0.2700 -0.0283
C 2.7300 1.0792 -0.1030
C 1.4493 1.4196 0.1508
C 0.4265 0.6097 0.2501
C -1.0089 1.0147 -0.0398
H -3.8282 1.2725 -0.1282
H -4.3725 -0.5939 -0.3102
H -1.1961 -1.3146 1.3152
H -2.2693 -2.0786 0.1607
H 1.8407 -2.2124 -0.3085
H 4.1182 -0.8222 -0.1467
H 3.3737 1.8642 -0.2553
H 1.1991 2.5335 0.2459
O -0.2816 -1.7902 -0.3503
O -1.0656 2.2932 -0.3072
*
```

Properties
Highest occupied orbital energy, eV: -9.1
Structure (SMILES): C=C1COc2ccccc2C1=O
Total energy, eV: -14589.92453
LUMO level, Eh: -0.0287